{"formula": "C58H160N14O15", "method": "wB97M-V/def2-TZVPD", "species": ["C", "C", "C", "O", "C", "N", "H", "H", "H", "H", "H", "H", "H", "H", "H", "H", "H", "C", "C", "C", "O", "C", "N", "H", "H", "H", "H", "H", "H", "H", "H", "H", "H", "H", "C", "C", "C", "O", "C", "N", "H", "H", "H", "H", "H", "H", "H", "H", "H", "H", "H", "C", "C", "C", "O", "C", "N", "H", "H", "H", "H", "H", "H", "H", "H", "H", "H", "H", "C", "C", "C", "O", "C", "N", "H", "H", "H", "H", "H", "H", "H", "H", "H", "H", "H", "C", "C", "C", "O", "C", "N", "H", "H", "H", "H", "H", "H", "H", "H", "H", "H", "H", "C", "C", "C", "O", "C", "N", "H", "H", "H", "H", "H", "H", "H", "H", "H", "H", "H", "C", "C", "C", "O", "C", "N", "H", "H", "H", "H", "H", "H", "H", "H", "H", "H", "H", "C", "C", "C", "O", "C", "N", "H", "H", "H", "H", "H", "H", "H", "H", "H", "H", "H", "C", "C", "C", "O", "C", "N", "H", "H", "H", "H", "H", "H", "H", "H", "H", "H", "H", "C", "C", "C", "O", "C", "N", "H", "H", "H", "H", "H", "H", "H", "H", "H", "H", "H", "C", "C", "C", "O", "C", "N", "H", "H", "H", "H", "H", "H", "H", "H", "H", "H", "H", "C", "C", "C", "O", "C", "N", "H", "H", "H", "H", "H", "H", "H", "H", "H", "H", "H", "C", "C", "C", "O", "C", "N", "H", "H", "H", "H", "H", "H", "H", "H", "H", "H", "H", "C", "C", "O", "H", "H", "H", "H", "H", "H"], "xyz": [[3.724, 8.230, 24.799], [4.878, 7.752, 25.731], [5.958, 6.984, 24.964], [5.353, 5.893, 24.268], [6.217, 4.798, 24.095], [5.513, 8.897, 26.434], [3.297, 7.334, 24.323], [4.093, 8.947, 24.022], [2.838, 8.684, 25.242], [4.443, 7.080, 26.500], [6.591, 6.627, 25.720], [6.442, 7.683, 24.196], [5.754, 4.202, 23.328], [6.436, 4.338, 25.073], [7.143, 5.197, 23.653], [5.700, 9.631, 25.701], [4.802, 9.268, 27.068], [-1.272, 1.350, 32.500], [-2.255, 1.375, 31.322], [-3.738, 1.239, 31.640], [-4.011, 0.098, 32.416], [-5.374, 0.012, 32.717], [-2.002, 2.509, 30.494], [-1.591, 0.557, 33.173], [-1.226, 2.275, 33.064], [-0.281, 1.033, 32.137], [-2.149, 0.407, 30.774], [-4.303, 1.226, 30.715], [-4.120, 2.069, 32.188], [-5.769, 0.873, 33.293], [-5.509, -0.911, 33.301], [-6.000, -0.089, 31.854], [-1.082, 2.503, 30.131], [-1.960, 3.396, 30.963], [2.075, -1.888, 32.909], [2.301, -0.725, 31.924], [3.619, 0.004, 32.228], [3.490, 0.997, 33.294], [4.681, 1.695, 33.543], [2.276, -1.227, 30.541], [1.304, -2.590, 32.524], [1.826, -1.515, 33.935], [3.023, -2.440, 32.908], [1.540, 0.044, 32.217], [4.042, 0.483, 31.399], [4.393, -0.718, 32.590], [5.084, 2.131, 32.631], [5.524, 1.091, 33.928], [4.535, 2.446, 34.363], [1.448, -1.840, 30.539], [2.137, -0.452, 29.918], [0.870, 3.054, 25.379], [2.435, 3.067, 25.498], [3.024, 1.687, 25.505], [2.680, 1.016, 26.708], [3.549, -0.002, 27.156], [3.048, 3.786, 24.425], [0.659, 2.840, 26.431], [0.428, 2.353, 24.685], [0.542, 4.014, 25.076], [2.716, 3.494, 26.483], [4.153, 1.798, 25.527], [2.765, 1.114, 24.619], [4.602, 0.448, 27.319], [3.719, -0.749, 26.397], [3.110, -0.448, 28.056], [3.990, 3.976, 24.659], [2.656, 4.711, 24.287], [-0.591, -3.939, 27.262], [-0.015, -2.831, 28.068], [-0.184, -1.415, 27.474], [-1.594, -1.194, 27.383], [-1.856, 0.099, 26.982], [-0.447, -2.771, 29.432], [-0.208, -3.840, 26.248], [-1.680, -3.873, 27.175], [-0.366, -4.908, 27.760], [1.022, -2.919, 28.213], [0.260, -1.461, 26.487], [0.291, -0.634, 28.127], [-2.898, 0.235, 27.194], [-1.697, 0.256, 25.921], [-1.241, 0.844, 27.479], [-1.389, -2.373, 29.478], [-0.483, -3.670, 29.873], [7.709, 0.614, 31.659], [8.108, 1.854, 32.477], [9.555, 1.755, 33.039], [9.759, 0.665, 33.831], [11.083, 0.533, 34.213], [8.024, 3.141, 31.678], [7.995, -0.310, 32.193], [8.252, 0.666, 30.703], [6.617, 0.522, 31.463], [7.328, 1.830, 33.274], [9.664, 2.628, 33.656], [10.209, 1.813, 32.115], [11.710, 0.666, 33.375], [11.181, -0.502, 34.530], [11.313, 1.256, 34.994], [8.275, 3.913, 32.235], [7.109, 3.388, 31.367], [1.061, 7.175, 37.830], [2.418, 7.009, 37.126], [2.459, 6.071, 35.994], [1.869, 4.865, 36.306], [2.261, 3.777, 35.457], [3.028, 8.232, 36.658], [0.744, 6.123, 37.871], [0.397, 7.757, 37.165], [1.131, 7.637, 38.826], [3.071, 6.569, 37.821], [3.495, 5.937, 35.807], [2.060, 6.602, 35.129], [1.722, 2.896, 35.702], [3.375, 3.616, 35.608], [2.000, 4.027, 34.402], [3.016, 8.803, 37.496], [2.392, 8.771, 36.034], [5.712, 4.609, 28.977], [5.650, 3.197, 28.414], [7.070, 2.847, 28.065], [7.603, 3.711, 27.075], [9.027, 3.736, 27.126], [5.222, 2.219, 29.490], [6.333, 4.593, 29.829], [4.749, 4.944, 29.341], [6.060, 5.320, 28.220], [5.010, 3.101, 27.495], [7.126, 1.803, 27.626], [7.793, 2.880, 28.938], [9.451, 2.726, 27.053], [9.273, 4.118, 28.135], [9.449, 4.402, 26.389], [5.954, 2.070, 30.212], [4.415, 2.567, 30.028], [5.032, 5.427, 32.555], [5.452, 6.909, 32.584], [4.341, 7.682, 31.810], [3.899, 7.152, 30.610], [4.294, 7.745, 29.406], [5.502, 7.680, 33.875], [5.802, 4.822, 32.988], [4.865, 5.123, 31.568], [4.100, 5.257, 33.104], [6.400, 7.007, 32.110], [4.696, 8.727, 31.644], [3.462, 7.754, 32.478], [3.743, 8.716, 29.262], [4.056, 6.989, 28.694], [5.378, 7.929, 29.363], [4.557, 7.705, 34.287], [6.076, 7.177, 34.561], [-4.099, 5.325, 28.451], [-3.188, 4.196, 27.811], [-3.635, 3.905, 26.414], [-2.755, 2.952, 25.816], [-2.760, 3.270, 24.413], [-1.735, 4.467, 27.815], [-4.096, 6.299, 27.926], [-3.783, 5.615, 29.440], [-5.124, 4.950, 28.497], [-3.303, 3.366, 28.490], [-3.612, 4.809, 25.769], [-4.631, 3.451, 26.455], [-2.462, 4.305, 24.204], [-3.778, 3.088, 24.037], [-2.197, 2.543, 23.874], [-1.422, 3.694, 27.195], [-1.300, 4.312, 28.699], [1.253, 6.422, 27.349], [0.126, 7.368, 26.772], [-0.436, 6.915, 25.441], [0.483, 6.484, 24.421], [-0.021, 6.296, 23.156], [-0.930, 7.630, 27.701], [1.743, 6.842, 28.254], [2.032, 6.292, 26.553], [0.907, 5.380, 27.537], [0.702, 8.292, 26.613], [-1.149, 7.760, 25.158], [-1.084, 6.055, 25.694], [-0.695, 7.136, 22.864], [-0.628, 5.352, 23.233], [0.790, 6.195, 22.467], [-1.449, 6.791, 27.809], [-1.611, 8.362, 27.381], [0.416, 5.901, 32.797], [-0.231, 6.321, 31.489], [-1.718, 6.611, 31.709], [-2.437, 5.445, 31.876], [-3.793, 5.637, 32.328], [0.398, 7.584, 31.019], [-0.200, 5.076, 33.298], [0.292, 6.719, 33.554], [1.423, 5.597, 32.548], [-0.213, 5.466, 30.758], [-2.108, 7.176, 30.870], [-1.787, 7.343, 32.557], [-3.753, 6.330, 33.164], [-4.099, 4.646, 32.677], [-4.445, 6.067, 31.568], [0.089, 7.758, 30.057], [1.390, 7.484, 30.944], [6.013, -1.558, 29.448], [5.527, -2.924, 28.956], [6.710, -3.866, 28.772], [7.273, -4.201, 30.070], [8.119, -5.334, 29.900], [4.490, -3.502, 29.796], [6.700, -1.609, 30.327], [5.246, -0.807, 29.620], [6.569, -1.062, 28.603], [5.027, -2.727, 27.954], [7.474, -3.462, 28.061], [6.333, -4.732, 28.234], [8.739, -5.197, 28.978], [7.501, -6.251, 29.847], [8.721, -5.359, 30.813], [3.770, -2.801, 29.970], [4.957, -3.659, 30.669], [9.028, 3.790, 36.720], [7.835, 4.461, 36.046], [6.543, 3.924, 36.493], [6.317, 4.423, 37.765], [5.299, 3.697, 38.543], [7.756, 5.942, 36.231], [9.960, 4.176, 36.282], [9.031, 2.722, 36.554], [9.036, 3.958, 37.782], [7.935, 4.175, 34.986], [6.592, 2.848, 36.451], [5.665, 4.235, 35.816], [4.316, 3.980, 38.154], [5.356, 4.031, 39.583], [5.476, 2.634, 38.572], [8.679, 6.335, 36.162], [7.393, 6.131, 37.148], [1.890, 3.381, 30.558], [1.539, 3.031, 29.113], [1.303, 1.630, 29.065], [1.079, 3.625, 31.288], [2.606, 4.189, 30.631], [2.523, 2.616, 31.020], [2.424, 3.290, 28.515], [0.693, 3.617, 28.738], [1.501, 1.346, 28.187]], "de_lowest_ev": 0.000, "largest_force_ev_per_a": 3.0, "spin_multiplicity": 1, "e_homo_ev": -8.576}



{"formula": "C58H36GeMoN9O4", "method": "wB97M-V/def2-TZVPD", "species": ["Mo", "C", "C", "C", "C", "C", "N", "C", "C", "C", "C", "C", "C", "C", "C", "N", "C", "N", "C", "N", "C", "N", "C", "N", "C", "N", "C", "C", "C", "C", "C", "C", "C", "C", "C", "C", "C", "C", "C", "C", "N", "H", "H", "H", "H", "H", "H", "H", "H", "H", "H", "H", "H", "H", "H", "H", "H", "O", "C", "O", "C", "C", "C", "C", "C", "N", "C", "O", "O", "H", "H", "H", "H", "C", "Ge", "C", "C", "C", "C", "C", "C", "C", "C", "C", "C", "C", "C", "C", "C", "C", "C", "C", "C", "H", "H", "H", "H", "H", "H", "H", "H", "H", "H", "H", "H", "H", "H", "H", "H"], "xyz": [[0.828, -0.622, 0.691], [-1.105, -3.096, -5.082], [-0.290, -2.098, -5.662], [0.367, -1.173, -4.885], [0.204, -1.235, -3.496], [0.772, -0.510, -2.420], [1.760, 0.399, -2.550], [2.564, 0.606, -1.549], [3.905, 1.180, -1.616], [4.535, 1.995, -2.541], [5.881, 2.276, -2.355], [6.593, 1.724, -1.289], [5.974, 0.886, -0.373], [4.619, 0.635, -0.529], [3.697, -0.263, 0.162], [4.036, -1.353, 0.792], [3.228, -2.430, 0.829], [1.888, -2.528, 0.477], [1.601, -3.862, 0.298], [0.403, -4.502, 0.195], [-0.778, -4.099, -0.038], [-1.202, -2.810, -0.552], [-1.570, -2.230, 0.715], [-0.867, -1.291, 1.163], [-0.509, -2.077, -1.515], [0.288, -1.027, -1.227], [-0.599, -2.255, -2.909], [-1.266, -3.189, -3.721], [-2.365, -3.289, 1.373], [-3.309, -3.272, 2.379], [-3.800, -4.493, 2.836], [-3.332, -5.692, 2.314], [-2.360, -5.712, 1.317], [-1.895, -4.507, 0.838], [2.773, -4.635, 0.570], [3.016, -6.011, 0.514], [4.278, -6.459, 0.831], [5.298, -5.560, 1.208], [5.071, -4.204, 1.261], [3.793, -3.736, 0.936], [2.433, -0.037, -0.332], [-1.599, -3.810, -5.732], [-0.181, -2.076, -6.740], [1.002, -0.412, -5.325], [3.984, 2.396, -3.382], [6.393, 2.923, -3.058], [7.647, 1.949, -1.179], [6.521, 0.427, 0.440], [-1.882, -3.962, -3.276], [-3.656, -2.338, 2.801], [-4.552, -4.510, 3.615], [-3.714, -6.626, 2.707], [-1.969, -6.645, 0.932], [2.223, -6.691, 0.230], [4.504, -7.518, 0.784], [6.276, -5.952, 1.461], [5.850, -3.512, 1.556], [-2.247, 3.188, -0.566], [-1.085, 2.480, -0.253], [-0.708, 1.540, -1.195], [-0.879, 2.202, 1.195], [-1.544, 3.035, 2.080], [-1.280, 2.959, 3.438], [-0.326, 2.053, 3.845], [0.269, 1.224, 2.914], [0.006, 1.249, 1.579], [1.354, 0.284, 3.348], [1.744, 0.243, 4.495], [1.816, -0.408, 2.357], [-2.856, 2.579, -1.001], [-2.240, 3.755, 1.678], [-1.798, 3.602, 4.136], [-0.019, 1.938, 4.875], [0.082, 2.739, -1.117], [-0.173, 4.124, -2.491], [-0.530, 5.739, -1.414], [-1.164, 6.870, -1.922], [-1.317, 8.012, -1.148], [-0.835, 8.041, 0.152], [-0.208, 6.921, 0.677], [-0.058, 5.782, -0.102], [-1.519, 3.680, -3.852], [-2.070, 2.406, -3.977], [-2.959, 2.119, -5.005], [-3.308, 3.102, -5.919], [-2.752, 4.369, -5.816], [-1.857, 4.650, -4.795], [1.475, 4.476, -3.506], [1.750, 3.734, -4.653], [2.899, 3.977, -5.391], [3.782, 4.973, -4.993], [3.515, 5.722, -3.856], [2.368, 5.472, -3.116], [1.061, 2.603, -0.670], [-1.554, 6.860, -2.933], [-1.812, 8.882, -1.562], [-0.942, 8.936, 0.753], [0.166, 6.930, 1.694], [0.432, 4.914, 0.325], [-1.779, 1.623, -3.285], [-3.370, 1.121, -5.097], [-4.001, 2.877, -6.720], [-3.007, 5.135, -6.539], [-1.397, 5.631, -4.745], [1.060, 2.957, -4.964], [3.108, 3.391, -6.277], [4.681, 5.161, -5.567], [4.204, 6.497, -3.543], [2.158, 6.060, -2.229]], "de_lowest_ev": 4.497, "largest_force_ev_per_a": 1.8, "spin_multiplicity": 1, "e_homo_ev": [-3.225, -3.233], "total_charge": -1}